{
  "formula": "C28H61BF5INO14P4",
  "method": "ωB97M-V/def2-TZVPD",
  "lumo_ev": -0.2,
  "total_charge": -1,
  "fmax_ev_per_a": 9.513,
  "energy_ev": -119702.5619,
  "homo_energy_ev": -5.32,
  "homo_lumo_gap_ha": 0.189,
  "elements": ["C", "C", "C", "C", "C", "I", "O", "P", "C", "C", "C", "C", "O", "O", "N", "C", "C", "C", "F", "F", "C", "F", "F", "F", "O", "C", "P", "O", "B", "O", "C", "C", "H", "H", "H", "H", "H", "H", "H", "H", "H", "H", "H", "H", "H", "H", "H", "H", "H", "H", "H", "H", "H", "H", "H", "H", "H", "H", "H", "H", "H", "H", "H", "O", "P", "O", "C", "C", "O", "C", "C", "O", "C", "C", "H", "H", "H", "H", "H", "H", "H", "H", "H", "H", "H", "H", "H", "H", "H", "O", "P", "O", "C", "C", "O", "C", "C", "O", "C", "C", "H", "H", "H", "H", "H", "H", "H", "H", "H", "H", "H", "H", "H", "H", "H"],
  "positions_angstrom": [[-3.729, -1.428, 4.541], [-2.484, -2.108, 3.878], [-2.167, -1.358, 2.546], [-1.185, -0.169, 2.798], [-0.115, 0.017, 1.712], [1.060, 1.762, 2.553], [0.880, -0.919, 1.637], [1.187, -1.445, -0.024], [2.811, -0.468, 0.022], [4.071, -1.112, -0.597], [5.003, -1.869, 0.440], [6.480, -1.458, 0.205], [7.163, -1.159, 1.122], [6.947, -1.484, -1.076], [1.440, -2.243, -1.581], [1.522, -1.369, -2.750], [0.166, -1.229, -3.550], [1.885, -3.069, 0.865], [2.523, -2.797, 2.046], [2.677, -3.832, 0.040], [0.736, -4.064, 1.271], [-0.001, -3.645, 2.286], [0.007, -4.479, 0.230], [1.361, -5.198, 1.732], [0.335, -0.043, -0.640], [-0.538, 0.577, 0.290], [-2.207, 0.064, -0.419], [-3.412, 0.615, 0.276], [-0.582, 2.187, 0.134], [-1.546, 2.924, 0.866], [0.373, 2.996, -0.846], [-0.295, 3.106, -2.282], [-4.480, -1.109, 3.799], [-4.230, -2.127, 5.233], [-3.394, -0.522, 5.073], [-1.633, -2.037, 4.576], [-2.736, -3.158, 3.652], [-1.845, -2.021, 1.724], [-3.112, -0.904, 2.193], [-1.769, 0.771, 2.818], [-0.706, -0.238, 3.788], [-0.142, -2.010, 0.038], [3.025, -0.260, 1.085], [2.603, 0.515, -0.428], [3.920, -1.793, -1.448], [4.710, -0.288, -0.981], [4.742, -1.630, 1.476], [4.982, -2.957, 0.233], [6.402, -2.084, -1.608], [0.746, -2.959, -1.764], [2.199, -1.888, -3.475], [1.987, -0.389, -2.583], [-0.573, -1.893, -3.069], [0.271, -1.551, -4.597], [-0.226, -0.200, -3.455], [-2.153, 0.520, -1.771], [-2.183, -1.355, -0.511], [-2.281, 3.079, 0.248], [0.412, 4.033, -0.464], [1.399, 2.605, -0.913], [-1.235, 2.521, -2.309], [-0.588, 4.146, -2.513], [0.380, 2.776, -3.085], [-2.400, -3.041, -6.227], [-2.836, -4.322, -6.904], [-1.433, -5.152, -6.663], [-1.187, -5.752, -5.392], [-2.013, -7.011, -5.192], [-2.503, -3.767, -8.435], [-2.586, -2.376, -8.742], [-1.226, -1.710, -8.650], [-3.410, -5.697, -7.679], [-4.690, -5.643, -8.344], [-4.584, -5.131, -9.773], [-1.376, -5.028, -4.593], [-0.127, -6.005, -5.366], [-3.077, -6.773, -5.116], [-1.713, -7.528, -4.279], [-1.894, -7.688, -6.038], [-3.314, -1.877, -8.100], [-2.962, -2.291, -9.766], [-0.710, -1.960, -7.724], [-1.324, -0.625, -8.715], [-0.586, -2.048, -9.468], [-5.395, -5.044, -7.762], [-5.064, -6.668, -8.364], [-4.607, -4.042, -9.800], [-5.432, -5.479, -10.367], [-3.658, -5.458, -10.243], [1.234, 6.627, 4.891], [1.625, 6.536, 6.337], [2.627, 5.241, 6.338], [3.945, 5.378, 5.810], [4.859, 6.134, 6.759], [0.263, 5.800, 6.908], [-0.973, 5.897, 6.196], [-1.188, 4.689, 5.304], [2.050, 6.913, 7.906], [1.355, 7.987, 8.572], [0.072, 7.520, 9.242], [3.907, 5.865, 4.831], [4.328, 4.368, 5.664], [4.552, 7.179, 6.848], [5.890, 6.109, 6.403], [4.819, 5.700, 7.759], [-1.021, 6.825, 5.623], [-1.774, 5.946, 6.939], [-0.310, 4.461, 4.700], [-2.038, 4.847, 4.638], [-1.386, 3.804, 5.911], [1.161, 8.804, 7.873], [2.038, 8.361, 9.337], [-0.758, 7.518, 8.536], [-0.205, 8.199, 10.052], [0.177, 6.512, 9.639]]
}


{
  "formula": "C49H52ClN7O3PV",
  "method": "ωB97M-V/def2-TZVPD",
  "lumo_ev": [-2.6, -2.7],
  "multiplicity": 2,
  "total_charge": 1,
  "s2": 0.7611,
  "fmax_ev_per_a": 3.062,
  "energy_ev": -115723.1712,
  "homo_energy_ev": [-9.45, -8.83],
  "homo_lumo_gap_ha": [0.252, 0.225],
  "elements": ["V", "C", "C", "C", "C", "C", "C", "P", "C", "C", "C", "C", "C", "C", "C", "C", "C", "C", "C", "C", "C", "C", "C", "C", "H", "H", "H", "H", "H", "H", "H", "H", "H", "H", "H", "H", "H", "H", "H", "H", "N", "C", "N", "C", "C", "O", "C", "C", "H", "H", "H", "H", "H", "H", "H", "H", "N", "C", "O", "C", "C", "C", "C", "N", "C", "H", "H", "H", "H", "H", "H", "C", "C", "C", "C", "C", "O", "C", "C", "C", "C", "C", "C", "Cl", "C", "C", "C", "N", "C", "N", "C", "N", "H", "H", "H", "H", "H", "H", "H", "H", "H", "H", "H", "H", "H", "H", "H", "H", "H", "H", "H", "H", "H", "H"],
  "positions_angstrom": [[-2.273, -0.660, 0.585], [1.571, 4.327, -1.662], [1.524, 4.205, -0.284], [0.629, 3.334, 0.314], [-0.244, 2.596, -0.474], [-0.192, 2.717, -1.862], [0.718, 3.574, -2.453], [-1.532, 1.527, 0.244], [-1.324, 1.651, 2.062], [-0.720, 0.562, 2.694], [-0.663, 0.498, 4.076], [-1.215, 1.518, 4.834], [-1.813, 2.605, 4.213], [-1.868, 2.678, 2.831], [-3.041, 2.489, 0.016], [-3.131, 3.806, -0.359], [-4.392, 4.411, -0.449], [-5.522, 3.698, -0.162], [-5.457, 2.345, 0.232], [-6.607, 1.588, 0.519], [-6.474, 0.302, 0.961], [-5.205, -0.291, 1.096], [-4.047, 0.364, 0.741], [-4.188, 1.716, 0.327], [2.270, 5.006, -2.125], [2.190, 4.792, 0.331], [0.592, 3.237, 1.390], [-0.888, 2.157, -2.476], [0.766, 3.662, -3.528], [-0.273, -0.222, 2.090], [-0.188, -0.344, 4.560], [-1.160, 1.477, 5.912], [-2.236, 3.399, 4.810], [-2.329, 3.530, 2.350], [-2.247, 4.384, -0.593], [-4.464, 5.443, -0.760], [-6.491, 4.167, -0.238], [-7.579, 2.046, 0.398], [-7.358, -0.268, 1.210], [-5.154, -1.297, 1.503], [-1.660, -2.444, 1.756], [-1.256, -3.405, 1.243], [-0.779, -4.445, 0.648], [-0.503, -4.438, -0.782], [-1.338, -5.538, -1.444], [-1.040, -6.781, -0.860], [-1.421, -6.798, 0.495], [-0.634, -5.744, 1.289], [0.560, -4.661, -0.931], [-0.736, -3.454, -1.196], [-1.100, -5.621, -2.504], [-2.406, -5.318, -1.333], [-1.190, -7.796, 0.871], [-2.501, -6.614, 0.586], [0.430, -6.012, 1.280], [-0.993, -5.694, 2.318], [-6.105, -4.865, 0.367], [-5.022, -5.013, -0.416], [-4.474, -6.079, -0.597], [-4.441, -3.763, -1.016], [-4.304, -3.642, -2.400], [-3.626, -2.530, -2.887], [-3.088, -1.619, -1.999], [-3.161, -1.760, -0.665], [-3.861, -2.812, -0.200], [-6.518, -5.704, 0.745], [-6.628, -4.010, 0.433], [-4.711, -4.395, -3.055], [-3.516, -2.387, -3.949], [-2.575, -0.726, -2.347], [-3.916, -2.928, 0.876], [2.941, 1.178, 1.886], [4.331, 0.534, 1.881], [5.328, 1.599, 2.364], [4.304, -0.599, 2.917], [4.804, -0.038, 0.496], [5.994, -0.793, 0.707], [5.149, 1.013, -0.586], [4.083, 2.038, -0.980], [4.403, 2.657, -2.311], [3.884, 2.111, -3.478], [4.132, 2.698, -4.705], [4.909, 3.845, -4.766], [5.170, 4.625, -6.289], [5.463, 4.384, -3.617], [5.206, 3.787, -2.397], [3.902, -1.172, -0.084], [2.511, -0.951, -0.365], [1.437, -1.368, 0.322], [0.327, -1.078, -0.335], [0.788, -0.478, -1.458], [2.093, -0.395, -1.504], [2.738, 1.542, 2.892], [2.160, 0.470, 1.632], [2.870, 2.018, 1.207], [5.033, 1.942, 3.353], [5.332, 2.463, 1.706], [6.337, 1.203, 2.441], [4.186, -0.174, 3.910], [5.223, -1.178, 2.896], [3.467, -1.271, 2.742], [6.699, -0.195, 0.971], [5.424, 0.445, -1.479], [6.045, 1.553, -0.267], [4.041, 2.830, -0.233], [3.112, 1.554, -1.052], [3.273, 1.222, -3.418], [3.722, 2.279, -5.610], [6.081, 5.266, -3.681], [5.635, 4.210, -1.501], [3.982, -2.006, 0.613], [4.374, -1.476, -1.022], [1.482, -1.886, 1.260], [0.156, -0.142, -2.255]]
}


{
  "formula": "C9H11NSi",
  "method": "ωB97M-V/def2-TZVPD",
  "lumo_ev": 0.1,
  "smiles": "CC1=Nc2cc(C)ccc2[SiH2]1",
  "fmax_ev_per_a": 4.465,
  "energy_ev": -18876.8263,
  "homo_energy_ev": -8.31,
  "homo_lumo_gap_ha": 0.307,
  "elements": ["C", "C", "N", "C", "C", "C", "C", "C", "C", "C", "Si", "H", "H", "H", "H", "H", "H", "H", "H", "H", "H", "H"],
  "positions_angstrom": [[3.546, -1.265, -0.039], [2.328, -0.480, -0.034], [1.201, -1.077, 0.097], [0.098, -0.312, -0.022], [-1.170, -0.918, 0.009], [-2.284, -0.161, -0.008], [-3.686, -0.763, -0.109], [-2.150, 1.212, 0.103], [-0.898, 1.862, 0.070], [0.277, 1.097, -0.097], [2.235, 1.462, -0.005], [3.891, -1.772, -1.048], [3.428, -2.147, 0.459], [4.495, -0.908, 0.403], [-1.329, -1.944, 0.097], [-3.663, -1.765, -0.328], [-4.130, -0.778, 0.873], [-4.261, -0.287, -0.773], [-3.007, 1.728, 0.206], [-0.701, 2.965, 0.164], [2.893, 2.136, -1.330], [2.886, 2.115, 1.310]]
}


{
  "formula": "C4H3NO2",
  "method": "ωB97M-V/def2-TZVPD",
  "lumo_ev": -0.3,
  "smiles": "O=Cc1ncco1",
  "fmax_ev_per_a": 2.553,
  "energy_ev": -9779.6803,
  "homo_energy_ev": -9.94,
  "homo_lumo_gap_ha": 0.356,
  "elements": ["O", "C", "C", "N", "C", "C", "O", "H", "H", "H"],
  "positions_angstrom": [[2.645, 0.941, 0.343], [2.021, 0.032, -0.145], [0.554, -0.099, -0.059], [-0.164, -1.020, -0.624], [-1.466, -0.688, -0.229], [-1.402, 0.397, 0.563], [-0.140, 0.823, 0.655], [2.480, -0.800, -0.709], [-2.324, -0.526, -0.830], [-2.203, 0.940, 1.035]]
}


{
  "formula": "C4H8N2O",
  "method": "ωB97M-V/def2-TZVPD",
  "lumo_ev": 0.9,
  "smiles": "NC(=O)CN1CC1",
  "fmax_ev_per_a": 0.343,
  "energy_ev": -9303.9520,
  "homo_energy_ev": -8.55,
  "homo_lumo_gap_ha": 0.346,
  "elements": ["N", "C", "O", "C", "N", "C", "C", "H", "H", "H", "H", "H", "H", "H", "H"],
  "positions_angstrom": [[1.519, -0.042, -1.319], [1.860, -0.270, -0.017], [3.005, -0.277, 0.393], [0.659, -0.580, 0.888], [-0.515, 0.041, 0.375], [-1.608, 0.865, 0.669], [-1.629, -0.146, -0.457], [2.232, 0.296, -1.945], [0.556, 0.153, -1.543], [0.576, -1.675, 0.986], [0.886, -0.186, 1.883], [-2.238, 0.686, 1.543], [-1.497, 1.917, 0.394], [-2.252, -1.040, -0.376], [-1.555, 0.257, -1.473]]
}